[1]
{"formula": "C10H40N20O10", "method": "ωB97M-V/def2-TZVPD", "gap_ha": 0.3131, "lumo_energy_ev": -0.51, "de_lowest_kj_mol": 250.11, "species": ["C", "O", "N", "N", "H", "H", "H", "H", "C", "O", "N", "N", "H", "H", "H", "H", "C", "O", "N", "N", "H", "H", "H", "H", "C", "O", "N", "N", "H", "H", "H", "H", "C", "O", "N", "N", "H", "H", "H", "H", "C", "O", "N", "N", "H", "H", "H", "H", "C", "O", "N", "N", "H", "H", "H", "H", "C", "O", "N", "N", "H", "H", "H", "H", "C", "O", "N", "N", "H", "H", "H", "H", "C", "O", "N", "N", "H", "H", "H", "H"], "coordinates": [[-4.307, -1.900, -3.908], [-5.446, -1.471, -4.003], [-3.308, -1.542, -3.103], [-3.861, -2.922, -4.682], [-2.416, -1.994, -3.152], [-3.457, -0.820, -2.411], [-4.551, -3.504, -5.140], [-3.199, -3.621, -4.381], [-0.913, -2.774, 3.656], [-0.579, -2.181, 2.625], [-0.132, -3.570, 4.395], [-2.221, -2.926, 3.984], [0.811, -3.782, 4.124], [-0.566, -4.039, 5.169], [-2.457, -3.473, 4.790], [-2.806, -2.321, 3.430], [3.940, -1.421, -0.943], [4.024, -2.333, -1.767], [3.296, -1.610, 0.234], [4.629, -0.293, -0.994], [3.334, -0.930, 0.973], [2.710, -2.425, 0.135], [4.225, 0.519, -0.546], [5.348, -0.179, -1.688], [-0.263, 0.312, 0.239], [-0.326, 1.251, -0.585], [0.799, 0.127, 1.020], [-1.243, -0.590, 0.388], [0.809, -0.741, 1.533], [1.683, 0.621, 0.938], [-2.034, -0.663, -0.228], [-1.231, -1.253, 1.156], [-4.632, -4.165, -0.322], [-5.820, -4.219, -0.010], [-4.009, -5.268, -0.724], [-3.915, -3.032, -0.407], [-4.597, -6.074, -0.583], [-3.452, -5.211, -1.562], [-4.233, -2.224, 0.102], [-2.934, -3.129, -0.609], [1.396, 1.294, -3.711], [2.256, 1.581, -4.528], [1.615, 0.658, -2.550], [0.056, 1.544, -3.834], [2.552, 0.458, -2.244], [0.866, 0.605, -1.871], [-0.162, 1.844, -4.773], [-0.715, 1.194, -3.292], [-3.710, 2.724, -1.885], [-3.901, 1.564, -2.249], [-3.157, 3.000, -0.696], [-3.870, 3.783, -2.689], [-2.754, 2.149, -0.337], [-2.801, 3.935, -0.539], [-4.171, 3.453, -3.593], [-3.971, 4.710, -2.317], [-0.539, 4.961, 0.178], [-1.706, 4.987, 0.559], [0.095, 3.815, -0.104], [0.281, 6.053, 0.121], [1.042, 3.843, -0.433], [-0.438, 2.960, -0.005], [1.260, 5.922, -0.061], [0.029, 6.984, 0.400], [3.716, 2.591, 1.511], [3.110, 1.695, 0.923], [4.400, 2.407, 2.640], [4.133, 3.660, 0.788], [4.098, 1.594, 3.163], [5.033, 3.107, 2.979], [3.623, 3.883, -0.050], [4.544, 4.431, 1.290], [4.086, -1.023, 3.876], [4.447, 0.031, 4.435], [2.830, -1.096, 3.407], [4.854, -2.077, 3.793], [2.460, -1.959, 3.042], [2.199, -0.510, 3.931], [5.772, -2.091, 4.202], [4.440, -2.896, 3.379]]}

[2]
{"formula": "C21H20BrCoN4O2S", "method": "ωB97M-V/def2-TZVPD", "gap_ha": [0.2569, 0.2568], "total_charge": 1, "lumo_energy_ev": [-4.20, -4.20], "multiplicity": 2, "de_lowest_kj_mol": 54.86, "species": ["Co", "C", "C", "N", "N", "C", "N", "S", "C", "C", "C", "C", "C", "N", "H", "H", "H", "H", "H", "H", "H", "H", "H", "H", "C", "C", "C", "C", "C", "C", "H", "H", "H", "H", "H", "H", "Br", "C", "C", "C", "C", "C", "C", "C", "O", "O", "H", "H", "H", "H"], "coordinates": [[-0.661, 0.394, -0.025], [3.222, -1.189, 0.342], [1.802, -0.859, 0.034], [1.143, 0.124, 0.530], [1.688, 1.005, 1.415], [0.875, 1.971, 1.921], [1.438, 2.836, 2.764], [-0.752, 2.061, 1.502], [0.995, -1.661, -0.918], [1.480, -2.737, -1.630], [0.622, -3.391, -2.513], [-0.678, -2.946, -2.648], [-1.095, -1.848, -1.902], [-0.274, -1.232, -1.063], [3.534, -0.811, 1.314], [3.878, -0.770, -0.426], [3.368, -2.267, 0.357], [2.688, 1.021, 1.550], [2.384, 2.745, 3.096], [0.864, 3.559, 3.165], [2.503, -3.065, -1.515], [0.975, -4.238, -3.084], [-1.375, -3.427, -3.319], [-2.098, -1.442, -1.977], [2.615, 2.233, -1.892], [1.541, 2.957, -1.400], [0.241, 2.606, -1.758], [0.020, 1.530, -2.611], [1.104, 0.811, -3.112], [2.396, 1.157, -2.751], [3.628, 2.526, -1.641], [1.710, 3.815, -0.760], [-0.600, 3.187, -1.402], [-0.993, 1.274, -2.894], [0.935, -0.013, -3.795], [3.238, 0.614, -3.164], [-5.104, 1.664, 1.759], [-3.861, 0.344, 2.288], [-3.631, 0.137, 3.641], [-2.693, -0.801, 4.046], [-1.983, -1.528, 3.102], [-2.218, -1.309, 1.753], [-3.162, -0.374, 1.330], [-3.354, -0.156, -0.154], [-4.297, -0.606, -0.756], [-2.384, 0.533, -0.698], [-4.186, 0.711, 4.369], [-2.526, -0.967, 5.103], [-1.265, -2.274, 3.416], [-1.694, -1.907, 1.013]]}

[3]
{"formula": "C57H75GaN11O2", "method": "ωB97M-V/def2-TZVPD", "gap_ha": 0.1961, "total_charge": -1, "lumo_energy_ev": 1.66, "species": ["C", "C", "C", "N", "Ga", "C", "C", "C", "C", "O", "C", "C", "C", "C", "O", "C", "N", "H", "H", "H", "H", "H", "H", "H", "H", "H", "H", "H", "H", "H", "H", "H", "H", "H", "H", "H", "H", "H", "H", "H", "H", "H", "H", "H", "H", "H", "H", "N", "C", "C", "C", "C", "C", "H", "H", "H", "H", "H", "N", "C", "C", "C", "C", "C", "H", "H", "H", "H", "H", "N", "C", "C", "C", "C", "C", "H", "H", "H", "H", "H", "N", "C", "C", "C", "C", "C", "H", "H", "H", "H", "H", "N", "C", "C", "C", "C", "C", "H", "H", "H", "H", "H", "N", "C", "C", "C", "C", "C", "H", "H", "H", "H", "H", "N", "C", "C", "C", "C", "C", "H", "H", "H", "H", "H", "N", "C", "C", "C", "C", "C", "H", "H", "H", "H", "H", "N", "C", "C", "C", "C", "C", "H", "H", "H", "H", "H"], "coordinates": [[4.892, -1.389, 1.502], [3.766, -1.704, 2.490], [3.034, -0.465, 3.060], [1.725, -0.158, 2.502], [1.613, 0.116, 0.579], [1.637, -1.663, -0.442], [1.278, -1.548, -1.926], [1.013, -2.919, -2.599], [3.095, 1.370, -0.109], [3.140, 1.351, -1.554], [4.334, 0.821, -2.064], [4.420, 1.084, -3.556], [-0.157, 1.120, 0.246], [-1.358, 0.203, 0.117], [-1.629, -0.468, 1.346], [-2.618, 0.953, -0.363], [-3.619, 0.097, -1.047], [5.722, -2.083, 1.595], [5.288, -0.401, 1.708], [4.536, -1.391, 0.476], [3.061, -2.412, 2.066], [4.241, -2.211, 3.333], [2.910, -0.654, 4.129], [3.667, 0.411, 2.926], [1.042, -0.833, 2.825], [2.635, -2.106, -0.390], [0.963, -2.368, 0.041], [0.422, -0.889, -2.058], [2.105, -1.083, -2.454], [-0.002, -2.995, -2.976], [1.177, -3.703, -1.869], [1.719, -3.108, -3.402], [2.812, 2.382, 0.186], [4.078, 1.189, 0.327], [5.183, 1.291, -1.559], [4.353, -0.263, -1.900], [5.090, 0.347, -3.989], [4.837, 2.063, -3.773], [3.433, 0.997, -3.998], [-0.032, 1.710, -0.658], [-0.316, 1.752, 1.122], [-1.197, -0.593, -0.610], [-1.882, 0.209, 1.997], [-2.268, 1.725, -1.035], [-3.079, 1.441, 0.499], [-3.393, -0.866, -0.828], [-3.545, 0.246, -2.043], [-7.986, 2.338, 2.985], [-7.945, 1.064, 2.596], [-6.959, 0.540, 1.774], [-5.956, 1.384, 1.324], [-5.983, 2.712, 1.719], [-7.011, 3.135, 2.546], [-8.750, 0.436, 2.966], [-6.977, -0.503, 1.491], [-5.176, 1.009, 0.670], [-5.220, 3.406, 1.392], [-7.066, 4.166, 2.878], [8.343, -0.752, 1.612], [9.016, -0.390, 2.701], [10.264, -0.895, 3.038], [10.842, -1.832, 2.198], [10.153, -2.223, 1.062], [8.912, -1.653, 0.816], [8.524, 0.342, 3.332], [10.765, -0.562, 3.937], [11.815, -2.251, 2.425], [10.568, -2.952, 0.378], [8.338, -1.929, -0.063], [-9.073, -0.737, 6.775], [-8.791, 0.304, 5.990], [-9.610, 1.416, 5.858], [-10.792, 1.444, 6.582], [-11.104, 0.372, 7.403], [-10.212, -0.688, 7.464], [-7.858, 0.237, 5.441], [-9.327, 2.229, 5.203], [-11.463, 2.291, 6.511], [-12.017, 0.361, 7.985], [-10.416, -1.545, 8.097], [6.047, 1.886, -6.707], [5.180, 2.383, -7.587], [4.949, 1.828, -8.836], [5.661, 0.696, -9.197], [6.566, 0.166, -8.293], [6.718, 0.796, -7.066], [4.645, 3.270, -7.265], [4.231, 2.276, -9.511], [5.514, 0.238, -10.167], [7.143, -0.717, -8.531], [7.412, 0.410, -6.327], [6.622, 2.629, -12.388], [6.097, 2.839, -13.593], [5.529, 4.041, -13.988], [5.503, 5.085, -13.079], [6.043, 4.885, -11.820], [6.590, 3.645, -11.526], [6.135, 1.995, -14.274], [5.119, 4.153, -14.982], [5.066, 6.039, -13.347], [6.041, 5.672, -11.077], [7.022, 3.445, -10.552], [-14.282, 1.840, 7.163], [-14.368, 1.355, 5.924], [-15.291, 1.796, 4.988], [-16.177, 2.795, 5.355], [-16.102, 3.311, 6.639], [-15.141, 2.801, 7.497], [-13.656, 0.575, 5.678], [-15.312, 1.366, 3.996], [-16.912, 3.167, 4.653], [-16.773, 4.093, 6.968], [-15.047, 3.179, 8.511], [3.462, -5.568, -3.054], [3.465, -6.762, -3.639], [4.491, -7.216, -4.455], [5.572, -6.378, -4.679], [5.582, -5.130, -4.078], [4.507, -4.775, -3.276], [2.598, -7.383, -3.440], [4.441, -8.199, -4.904], [6.392, -6.693, -5.311], [6.405, -4.443, -4.226], [4.473, -3.809, -2.783], [12.074, -1.639, -2.691], [13.155, -2.143, -3.281], [14.451, -1.765, -2.966], [14.636, -0.807, -1.983], [13.522, -0.271, -1.359], [12.268, -0.719, -1.748], [12.966, -2.889, -4.046], [15.293, -2.211, -3.479], [15.632, -0.484, -1.707], [13.619, 0.479, -0.586], [11.370, -0.328, -1.282], [-13.491, -0.566, 10.593], [-13.428, -0.654, 11.920], [-14.404, -0.158, 12.771], [-15.507, 0.468, 12.214], [-15.587, 0.571, 10.835], [-14.558, 0.038, 10.072], [-12.547, -1.149, 12.315], [-14.300, -0.260, 13.843], [-16.290, 0.870, 12.844], [-16.429, 1.053, 10.357], [-14.578, 0.101, 8.991]]}

[4]
{"formula": "C2H14N2O3", "method": "ωB97M-V/def2-TZVPD", "gap_ha": 0.3450, "lumo_energy_ev": 0.51, "de_lowest_kj_mol": 111.20, "species": ["C", "N", "C", "N", "H", "H", "H", "H", "H", "H", "H", "H", "H", "H", "O", "H", "H", "O", "H", "H", "O"], "coordinates": [[-1.428, -1.027, 0.846], [-1.771, -0.468, -0.440], [-1.116, -1.183, -1.551], [0.234, -0.673, -1.738], [-2.014, -0.600, 1.667], [-1.550, -2.100, 1.013], [-0.383, -0.823, 1.106], [-2.772, -0.401, -0.543], [-1.682, -1.071, -2.474], [-0.963, -2.243, -1.332], [0.347, 0.325, -1.818], [0.847, -1.036, -1.020], [-1.977, 2.582, 0.409], [-0.530, 2.555, 0.126], [-1.153, 2.916, 0.743], [2.946, -0.459, 0.768], [3.570, -0.195, -0.541], [2.893, -0.745, -0.145], [2.355, 1.579, 2.467], [1.680, 1.619, 0.956], [2.468, 1.450, 1.501]]}

Number 1: energy -2252.9237 Eh. Number 2: energy -5536.5663 Eh. Number 3: energy -4894.4820 Eh. Number 4: energy -419.7976 Eh.